This record from OMol25 describes 2 unconnected molecules or ions with the total composition C3H12NOS2. The level of theory is ωB97M-V with the def2-TZVPD basis set.

The geometry in XYZ format:
```
19
Properties=species:S:1:pos:R:3:mulliken_spin:R:1
N -0.132 -0.415 -0.788 0.002
C -0.058 0.088 0.640 0.022
C -0.635 1.478 0.797 0.010
C 1.358 0.050 1.160 -0.007
S 2.032 -1.596 1.412 0.529
S 3.072 -2.216 -0.196 0.427
H 0.112 -1.482 -1.075 -0.001
H -1.089 -0.114 -1.221 0.002
H 0.492 0.167 -1.339 0.000
H -0.763 -0.412 1.416 0.005
H -1.686 1.333 0.593 0.000
H -0.563 1.806 1.795 0.001
H -0.298 2.387 0.238 0.000
H 1.835 0.833 0.420 -0.007
H 1.372 0.577 2.093 0.012
H 3.779 -1.095 -0.600 0.006
H -2.848 -1.160 -2.336 0.000
H -3.305 0.119 -1.256 0.000
O -2.675 -0.347 -1.755 0.000
```

**<S²>**: 0.755
**Total charge**: +2
**HOMO energy (spin up / spin down)**: -0.696 / -0.712 Eh
**Relative energy (zero: lowest compared OMol25 entry of this formula, charge and spin)**: 26.3 kcal/mol
**HOMO-LUMO gap (spin up / spin down)**: 10.60 / 7.41 eV
**Spin multiplicity**: 2

---

This record from OMol25 describes a single C3H6O2 molecule. The level of theory is ωB97M-V with the def2-TZVPD basis set.

The geometry in XYZ format:
```
11
Properties=species:S:1:pos:R:3:mulliken_charge:R:1
C 1.553 -0.085 -0.024 -1.044
C 0.150 0.502 0.049 0.769
C -1.039 -0.506 0.094 -0.327
H 1.604 -0.795 -0.928 0.287
H 1.808 -0.692 0.875 0.298
H 2.347 0.735 -0.146 0.281
H -0.890 -1.216 -0.779 0.232
H -1.135 -1.089 1.104 0.234
H -2.036 1.221 -0.280 0.358
O -0.111 1.667 0.080 -0.559
O -2.251 0.259 -0.044 -0.530
```

**Total charge**: 0
**HOMO energy**: -0.377 Eh
**Relative energy (zero: lowest compared OMol25 entry of this formula, charge and spin)**: 26.9 kcal/mol
**SMILES**: CC(=O)CO
**HOMO-LUMO gap**: 11.09 eV
**Spin multiplicity**: 1

---

This record from OMol25 describes a molecular structure, C26H43F5P2Pb. The level of theory is ωB97M-V with the def2-TZVPD basis set.

The geometry in XYZ format:
```
77
Properties=species:S:1:pos:R:3:mulliken_charge:R:1
Pb -0.648 0.420 -0.601 0.782
C -0.643 -2.494 1.305 0.329
C 0.701 -2.560 0.841 0.484
C 0.618 -1.064 2.587 0.791
C -0.693 -1.567 2.383 0.793
C 1.481 -1.674 1.636 0.527
C -1.811 -3.219 0.757 -1.428
H -1.556 -3.742 -0.172 0.346
H -2.648 -2.537 0.544 0.355
H -2.180 -3.971 1.472 0.354
C -1.893 -1.141 3.128 -1.106
H -2.796 -1.618 2.725 0.408
H -2.032 -0.049 3.073 0.147
H -1.801 -1.404 4.191 0.362
C 0.980 -0.037 3.585 -1.286
H 0.780 -0.397 4.605 0.379
H 0.392 0.883 3.444 0.184
H 2.041 0.221 3.515 0.425
C 2.927 -1.408 1.507 -1.437
H 3.497 -1.906 2.309 0.330
H 3.144 -0.332 1.573 0.349
H 3.314 -1.776 0.547 0.367
C 1.198 -3.369 -0.293 -1.602
H 1.663 -4.300 0.070 0.326
H 1.960 -2.825 -0.871 0.381
H 0.384 -3.645 -0.973 0.376
C -1.915 1.232 -6.332 -0.316
C -1.970 -0.112 -6.288 -0.631
C -1.223 -1.003 -7.229 -0.944
C 0.224 -0.551 -7.562 -0.920
C 0.970 0.120 -6.449 -0.244
C 1.107 1.454 -6.328 -0.451
C 0.254 2.477 -7.022 -0.762
C -1.207 2.058 -7.362 -1.409
H -1.791 -1.070 -8.177 0.411
H 0.209 0.069 -8.473 0.292
H -1.185 -2.025 -6.825 0.361
H -1.249 1.593 -8.359 0.382
H -2.571 1.819 -5.684 0.978
H -2.749 -0.613 -5.702 0.754
H -1.778 3.000 -7.439 0.391
H 0.212 3.380 -6.389 0.315
H 1.976 1.862 -5.792 0.737
H 0.741 2.788 -7.965 0.435
H 0.789 -1.460 -7.825 0.412
H 1.546 -0.547 -5.798 0.469
P -1.585 0.529 -2.987 0.435
P 1.448 1.757 -1.800 0.611
C -0.499 1.729 -3.853 0.345
C 0.548 2.611 -3.138 -1.158
H -1.138 2.403 -4.440 0.823
H 0.016 1.072 -4.566 -1.111
H 1.282 2.981 -3.879 0.664
H 0.041 3.489 -2.706 0.357
C 2.317 3.024 -0.843 -1.170
H 3.056 2.520 -0.200 0.405
H 1.593 3.547 -0.202 0.275
H 2.825 3.742 -1.509 0.431
C 2.736 0.715 -2.557 -1.175
H 3.352 1.301 -3.256 0.414
H 2.299 -0.146 -3.084 0.205
H 3.381 0.328 -1.754 0.443
C -3.329 0.750 -3.345 -1.290
H -3.892 -0.046 -2.837 0.428
H -3.541 0.709 -4.413 0.438
H -3.644 1.721 -2.946 0.420
C -1.013 -1.139 -3.513 -0.651
H -0.028 -1.387 -3.086 0.200
H -0.941 -1.217 -4.605 -0.341
H -1.738 -1.875 -3.161 0.497
F -1.516 3.528 -0.900 -0.252
C -1.689 2.524 0.037 0.032
F -3.040 2.241 0.071 -0.292
C -1.278 3.090 1.399 0.543
F -1.971 4.201 1.718 -0.243
F -1.480 2.182 2.407 -0.238
F 0.048 3.428 1.406 -0.239
```

**Total charge**: +2
**HOMO energy (spin up / spin down)**: -0.501 / -0.501 Eh
**Relative energy (zero: lowest compared OMol25 entry of this formula, charge and spin)**: 0.0 kcal/mol
**HOMO-LUMO gap (spin up / spin down)**: 5.36 / 5.38 eV
**Spin multiplicity**: 1

---

This record from OMol25 describes a molecular structure, C32H56As4F24HfN8. The level of theory is ωB97M-V with the def2-TZVPD basis set.

The geometry in XYZ format:
```
125
Properties=species:S:1:pos:R:3:mulliken_charge:R:1
Hf 18.626 -7.484 -1.556 3.981
As 15.281 -7.463 0.968 2.145
F 14.329 -7.180 -0.434 -0.494
F 16.741 -7.439 -0.083 -0.484
F 16.335 -7.802 2.281 -0.449
F 13.897 -7.512 1.968 -0.507
F 15.169 -9.156 0.666 -0.438
F 15.497 -5.797 1.244 -0.470
As 18.571 -9.741 -5.028 2.190
F 20.054 -10.417 -4.484 -0.490
F 17.703 -10.976 -4.219 -0.418
F 17.107 -8.986 -5.502 -0.344
F 19.463 -8.435 -5.709 -0.453
F 18.644 -10.611 -6.488 -0.521
F 18.467 -8.791 -3.479 -0.690
As 16.855 -3.779 -1.746 2.226
F 18.442 -3.205 -2.054 -0.463
F 16.187 -2.241 -1.979 -0.480
F 15.335 -4.513 -1.439 -0.460
F 17.588 -5.470 -1.525 -0.793
F 17.088 -3.524 -0.069 -0.453
F 16.678 -4.163 -3.411 -0.361
As 22.369 -7.797 0.313 2.252
F 22.849 -6.346 -0.463 -0.473
F 20.788 -7.661 -0.534 -0.578
F 21.841 -9.284 1.001 -0.451
F 23.865 -7.901 1.111 -0.499
F 21.672 -6.916 1.602 -0.397
F 22.936 -8.678 -1.059 -0.488
C 21.412 -3.027 0.804 -0.758
C 21.410 -2.432 -0.608 -0.527
C 21.760 -3.465 -1.681 -1.187
C 20.840 -4.584 -1.630 0.144
N 20.148 -5.487 -1.575 0.129
H 21.274 -2.231 1.536 0.436
H 22.350 -3.546 1.022 0.324
H 20.618 -3.759 0.967 -0.173
H 22.070 -1.565 -0.627 0.411
H 20.407 -2.033 -0.791 0.229
H 22.751 -3.876 -1.468 0.314
H 21.760 -3.041 -2.684 0.357
C 13.604 -8.486 -4.856 -0.800
C 13.419 -7.022 -4.482 -0.607
C 13.981 -6.617 -3.116 -0.976
C 15.367 -7.022 -2.900 -0.438
N 16.435 -7.384 -2.714 0.305
H 14.663 -8.756 -4.858 0.096
H 13.224 -8.667 -5.861 0.434
H 13.098 -9.155 -4.159 0.161
H 12.352 -6.789 -4.469 0.490
H 13.870 -6.381 -5.236 0.198
H 13.427 -7.091 -2.302 0.334
H 13.933 -5.538 -2.990 0.480
C 19.105 -13.491 -2.142 -0.760
C 20.500 -13.045 -2.543 -0.165
C 21.132 -12.086 -1.541 -1.222
C 20.448 -10.790 -1.562 0.056
N 19.892 -9.790 -1.573 0.421
H 18.596 -14.013 -2.955 0.397
H 18.464 -12.624 -1.947 -0.175
H 19.113 -14.157 -1.279 0.379
H 20.505 -12.589 -3.534 0.051
H 21.161 -13.909 -2.658 0.421
H 22.182 -11.880 -1.750 0.322
H 21.038 -12.434 -0.508 0.316
C 13.517 -10.413 -1.936 -0.631
C 14.192 -11.402 -0.986 -0.813
C 15.640 -11.731 -1.301 -1.222
C 16.476 -10.548 -1.369 0.123
N 17.127 -9.615 -1.418 0.190
H 12.562 -10.098 -1.524 0.407
H 13.321 -10.904 -2.896 0.481
H 14.162 -9.558 -2.139 -0.282
H 13.563 -12.282 -0.844 0.515
H 14.167 -10.936 0.006 0.119
H 15.749 -12.248 -2.261 0.376
H 16.069 -12.393 -0.546 0.475
C 16.445 -6.128 -6.715 -0.763
C 17.886 -6.088 -7.173 -0.386
C 18.812 -5.319 -6.239 -1.274
C 18.733 -5.809 -4.867 0.247
N 18.703 -6.208 -3.802 0.037
H 15.852 -6.757 -7.377 0.453
H 15.996 -5.132 -6.648 0.400
H 16.379 -6.541 -5.706 -0.186
H 18.014 -5.747 -8.202 0.456
H 18.240 -7.123 -7.242 0.021
H 18.542 -4.258 -6.210 0.442
H 19.851 -5.360 -6.568 0.387
C 19.546 -5.947 4.353 -0.856
C 18.196 -5.377 3.961 -0.310
C 18.251 -4.607 2.619 -0.980
C 18.584 -5.476 1.509 -0.466
N 18.858 -6.171 0.645 0.605
H 19.962 -6.586 3.571 -0.002
H 19.423 -6.633 5.200 0.313
H 20.256 -5.183 4.665 0.360
H 17.789 -4.683 4.697 0.445
H 17.452 -6.166 3.841 0.063
H 18.995 -3.808 2.682 0.429
H 17.294 -4.126 2.421 0.378
C 18.853 -10.115 5.344 -1.426
C 18.378 -9.573 3.994 0.202
C 19.508 -9.620 2.972 -1.064
C 19.082 -9.171 1.654 -0.007
N 18.787 -8.814 0.611 0.027
H 17.994 -10.308 5.988 0.395
H 19.416 -9.347 5.882 0.288
H 19.478 -11.001 5.252 0.356
H 18.023 -8.550 4.087 -0.155
H 17.546 -10.176 3.628 0.377
H 20.001 -10.587 2.868 0.660
H 20.318 -8.922 3.224 0.209
C 24.119 -8.848 -6.309 -1.507
C 22.790 -8.456 -5.676 0.326
C 22.988 -7.894 -4.265 -1.360
C 21.710 -7.772 -3.574 0.099
N 20.699 -7.705 -3.052 0.411
H 24.711 -7.958 -6.529 0.332
H 23.992 -9.427 -7.222 0.406
H 24.698 -9.479 -5.630 0.342
H 22.088 -9.291 -5.676 0.105
H 22.292 -7.698 -6.286 0.129
H 23.435 -6.897 -4.285 0.422
H 23.636 -8.521 -3.649 0.323
```

**Total charge**: 0
**HOMO energy**: -0.419 Eh
**Relative energy (zero: lowest compared OMol25 entry of this formula, charge and spin)**: 0.0 kcal/mol
**HOMO-LUMO gap**: 11.65 eV
**Spin multiplicity**: 1

---

This record from OMol25 describes a single C3H3NO2S2 molecule. The level of theory is ωB97M-V with the def2-TZVPD basis set.

The geometry in XYZ format:
```
11
Properties=species:S:1:pos:R:3:mulliken_charge:R:1
C 0.036 -0.388 -0.865 0.535
C 0.805 -0.493 0.198 -0.356
C -1.121 0.585 -0.603 0.146
H -0.216 -0.355 -2.912 0.341
H 1.932 -0.945 0.107 0.283
H 0.396 -0.830 3.149 0.154
N 0.455 0.644 1.142 0.064
O 0.430 -0.739 -2.128 -0.525
O -0.914 0.993 0.681 -0.229
S 0.553 0.582 2.804 -0.114
S -2.355 0.946 -1.574 -0.300
```

**Total charge**: 0
**HOMO energy**: -0.327 Eh
**Relative energy (zero: lowest compared OMol25 entry of this formula, charge and spin)**: 91.8 kcal/mol
**SMILES**: Oc1cn(S)oc1=S
**HOMO-LUMO gap**: 8.48 eV
**Spin multiplicity**: 1

---

This record from OMol25 describes a single C8H19NS molecule. The level of theory is ωB97M-V with the def2-TZVPD basis set.

The geometry in XYZ format:
```
29
Properties=species:S:1:pos:R:3:mulliken_charge:R:1
S -0.876 1.832 2.440 -0.224
N -0.290 -0.364 -0.012 0.312
C 1.614 -2.007 0.379 -1.443
C 2.009 0.347 0.896 -1.401
C 0.038 1.698 -1.295 -1.191
C -1.104 -0.332 -2.425 -1.811
C -1.751 0.271 1.964 -0.623
C -1.596 -0.305 0.606 -0.741
C 0.869 -0.824 0.860 0.321
C -0.085 0.113 -1.340 0.428
H -0.219 2.055 1.269 -0.001
H 1.006 -2.824 0.115 0.384
H 2.030 -1.621 -0.602 0.266
H 2.492 -2.356 0.899 0.406
H 2.732 0.035 1.552 0.553
H 2.365 0.551 -0.124 0.297
H 1.691 1.255 1.294 0.374
H 0.860 2.095 -0.738 0.253
H 0.059 2.075 -2.377 0.383
H -0.944 1.991 -0.846 0.298
H -1.147 -1.363 -2.605 0.382
H -2.089 0.109 -2.300 0.380
H -0.656 0.127 -3.233 0.561
H -2.812 0.502 2.128 0.414
H -1.417 -0.450 2.709 0.413
H -1.910 -1.293 0.691 0.300
H -2.272 0.147 -0.127 0.412
H 0.529 -1.129 1.894 0.080
H 0.873 -0.335 -1.671 0.220
```

**Total charge**: 0
**HOMO energy**: -0.285 Eh
**Relative energy (zero: lowest compared OMol25 entry of this formula, charge and spin)**: 0.6 kcal/mol
**SMILES**: CC(C)N(CCS)C(C)C
**HOMO-LUMO gap**: 8.71 eV
**Spin multiplicity**: 1

---

- What is the relative energy (zero: lowest compared OMol25 entry of this formula, charge and spin) in the fifth record?
  91.8 kcal/mol

---

- relative energy (zero: lowest compared OMol25 entry of this formula, charge and spin) of number 1 (C3H12NOS2)?
  26.3 kcal/mol

---

- relative energy (zero: lowest compared OMol25 entry of this formula, charge and spin) of number 6 (C8H19NS)?
  0.6 kcal/mol